[1]
This record from OMol25 describes an isolated molecule of C5H10O. The level of theory is wB97M-V/def2-TZVPD.

Kohn-Sham gap   0.39809 Eh
SMILES   CCOC1CC1
Energy above the lowest of the compared OMol25 structures with the same formula, charge and spin   34.6 kcal/mol
Spin multiplicity   1
LUMO level   1.20 eV

Positions of all 16 atoms, in Å:
C (-1.151, -1.074, 1.895)
C (0.119, -0.531, 1.263)
O (0.215, -0.833, -0.120)
C (-0.131, 0.221, -0.962)
C (0.810, 1.390, -1.065)
C (0.705, 0.387, -2.184)
H (-1.203, -0.784, 2.951)
H (-1.155, -2.165, 1.836)
H (-2.044, -0.699, 1.386)
H (0.197, 0.553, 1.405)
H (0.985, -0.996, 1.739)
H (-1.204, 0.407, -1.062)
H (0.413, 2.387, -1.222)
H (1.708, 1.358, -0.455)
H (0.209, 0.691, -3.100)
H (1.528, -0.310, -2.306)


[2]
This record from OMol25 describes the ion H4OPS with charge +1. The level of theory is wB97M-V/def2-TZVPD.

Kohn-Sham gap   0.42872 Eh
Energy above the lowest of the compared OMol25 structures with the same formula, charge and spin   0.0 kcal/mol
Charge   +1
Spin multiplicity   1
LUMO level   -5.18 eV

Positions of all 7 atoms, in Å:
O (1.176, -1.476, 0.282)
P (0.948, -0.063, 0.027)
S (-1.224, 0.073, -0.591)
H (0.980, 0.875, 1.064)
H (1.463, 0.535, -1.127)
H (-1.594, -0.984, 0.158)
H (-1.749, 1.041, 0.186)


[3]
This record from OMol25 describes a cluster of 2 separate species, C11H15N2 in total in a non-equilibrium geometry. The level of theory is wB97M-V/def2-TZVPD.

Kohn-Sham gap   0.29418 Eh
Energy above the lowest of the compared OMol25 structures with the same formula, charge and spin   125.1 kcal/mol
Charge   +1
Spin multiplicity   1
LUMO level   -3.74 eV

Positions of all 28 atoms, in Å:
C (-3.418, -1.164, -0.156)
C (-2.771, -1.465, 1.070)
C (-2.799, -0.413, -1.116)
C (-1.484, -0.852, 1.230)
C (-1.694, 0.325, -0.928)
C (-1.013, 0.019, 0.273)
C (1.482, 2.201, -0.390)
C (2.178, -1.376, -0.431)
C (1.950, -0.610, 0.575)
C (3.548, -2.131, -0.454)
C (-0.579, 2.723, 0.439)
N (0.242, 0.513, 0.592)
N (0.449, 1.790, 0.112)
H (-4.338, -1.494, -0.389)
H (-3.135, -2.156, 1.864)
H (-3.219, -0.442, -2.147)
H (-0.885, -0.843, 2.156)
H (-1.231, 0.784, -1.795)
H (2.381, 1.486, -0.595)
H (1.755, 3.267, -0.445)
H (1.493, -1.590, -1.239)
H (2.302, -0.280, 1.510)
H (4.066, -2.078, -1.315)
H (4.112, -1.768, 0.372)
H (3.387, -3.178, -0.307)
H (-1.337, 2.202, 1.034)
H (-1.141, 2.926, -0.536)
H (-0.303, 3.606, 1.015)


[4]
This record from OMol25 describes a cluster of 8 separate species, C18H37N14O12P in total in a non-equilibrium geometry. The level of theory is wB97M-V/def2-TZVPD.

Kohn-Sham gap   0.29034 Eh
SMILES   O=C1C=CC(=O)c2cc(CP(=O)(O)O)ccc21.NC(N)=O.NC(N)=O.NC(N)=O.NC(N)=O.NC(N)=O.NC(N)=O.NC(N)=O
Spin multiplicity   1
LUMO level   -0.90 eV

Positions of all 82 atoms, in Å:
O (-1.453, -0.272, 9.206)
C (-1.609, 0.178, 8.099)
C (-2.181, 1.614, 7.833)
C (-3.001, 1.838, 6.776)
C (-3.366, 0.623, 5.859)
O (-4.463, 0.451, 5.381)
C (-2.196, -0.391, 5.645)
C (-1.957, -1.075, 4.382)
C (-0.819, -2.008, 4.322)
C (-0.581, -2.702, 2.929)
P (0.370, -1.448, 1.896)
O (1.286, -0.742, 2.849)
O (-0.626, -0.317, 1.199)
O (1.332, -2.201, 0.756)
C (0.040, -2.249, 5.467)
C (-0.188, -1.560, 6.739)
C (-1.303, -0.637, 6.798)
H (-1.854, 2.407, 8.542)
H (-3.381, 2.872, 6.574)
H (-2.600, -0.881, 3.489)
H (0.013, -3.641, 3.078)
H (-1.598, -2.897, 2.496)
H (-0.529, 0.485, 1.746)
H (2.269, -2.112, 1.033)
H (0.897, -2.959, 5.374)
H (0.473, -1.735, 7.612)
N (3.446, 0.437, -2.862)
C (3.291, -0.368, -1.780)
N (2.023, -0.437, -1.291)
O (4.221, -0.989, -1.276)
H (2.701, 0.952, -3.289)
H (4.369, 0.510, -3.248)
H (1.874, -1.030, -0.485)
H (1.245, 0.060, -1.684)
N (5.314, 1.402, -6.257)
C (4.008, 1.034, -6.284)
N (3.631, 0.354, -7.399)
O (3.228, 1.294, -5.375)
H (5.972, 1.199, -6.993)
H (5.630, 1.907, -5.448)
H (2.671, 0.064, -7.455)
H (4.253, 0.128, -8.158)
N (3.134, -1.502, -12.113)
C (3.345, -0.795, -10.968)
N (2.539, 0.291, -10.809)
O (4.191, -1.112, -10.148)
H (2.445, -1.259, -12.799)
H (3.711, -2.311, -12.264)
H (2.666, 0.839, -9.974)
H (1.838, 0.568, -11.470)
N (3.895, -2.738, 7.564)
C (3.180, -3.793, 7.089)
N (3.173, -4.891, 7.892)
O (2.588, -3.756, 6.021)
H (4.388, -2.746, 8.437)
H (3.922, -1.909, 6.996)
H (2.654, -5.690, 7.572)
H (3.652, -4.942, 8.772)
N (-6.990, 2.031, 4.554)
C (-8.292, 1.796, 4.254)
N (-8.735, 0.548, 4.569)
O (-9.015, 2.641, 3.741)
H (-6.381, 1.350, 4.975)
H (-6.627, 2.942, 4.336)
H (-9.695, 0.336, 4.361)
H (-8.160, -0.158, 4.989)
N (-12.274, 2.190, 0.380)
C (-11.154, 1.553, -0.067)
N (-10.096, 1.598, 0.786)
O (-11.108, 0.986, -1.147)
H (-12.333, 2.661, 1.263)
H (-13.078, 2.179, -0.222)
H (-9.252, 1.140, 0.492)
H (-10.115, 2.060, 1.681)
N (9.164, 2.598, -9.330)
C (8.548, 2.474, -8.124)
N (8.967, 3.352, -7.173)
O (7.684, 1.638, -7.912)
H (9.875, 3.277, -9.526)
H (8.879, 1.966, -10.057)
H (8.534, 3.290, -6.268)
H (9.675, 4.045, -7.327)